(1)
# C49H98O19

13 unconnected molecules or ions with the total composition C49H98O19 at a distorted geometry (ωB97M-V/def2-TZVPD, OMol25).

Summary:
- M: 991.30 g mol⁻¹
- Spin multiplicity: 1
- Kohn-Sham gap: 9.6 eV
- E_LUMO: 0.1014 eV
- HOMO level: -9.5 eV
- Relative energy (zero: lowest compared OMol25 entry of this formula, charge and spin): 9.4 kcal/mol

XYZ file:
```
166
C49H98O19, DFT ωB97M-V/def2-TZVPD
C -29.292 -18.568 -25.554
C -28.324 -18.883 -26.652
C -27.164 -19.443 -25.885
O -27.095 -18.564 -24.814
C -28.400 -18.166 -24.385
H -29.843 -19.465 -25.274
H -29.990 -17.793 -25.871
H -28.067 -17.950 -27.154
H -28.782 -19.582 -27.352
H -26.292 -19.574 -26.526
H -27.379 -20.458 -25.551
H -28.477 -17.123 -24.078
H -28.643 -18.766 -23.509
C -16.172 -15.389 -17.174
C -14.979 -14.654 -16.571
C -14.553 -15.558 -15.412
O -15.697 -16.406 -15.189
C -16.201 -16.704 -16.447
H -16.101 -15.530 -18.253
H -17.162 -14.993 -16.947
H -15.177 -13.683 -16.117
H -14.177 -14.445 -17.278
H -14.267 -14.925 -14.572
H -13.729 -16.221 -15.678
H -17.197 -17.130 -16.325
H -15.630 -17.541 -16.850
C -15.757 -23.460 -11.949
C -16.132 -24.582 -10.972
C -17.241 -23.967 -10.199
O -16.830 -22.596 -10.073
C -16.275 -22.193 -11.321
H -16.200 -23.762 -12.897
H -14.705 -23.494 -12.230
H -15.223 -24.795 -10.410
H -16.515 -25.520 -11.374
H -17.325 -24.222 -9.142
H -18.252 -24.064 -10.595
H -15.391 -21.600 -11.084
H -17.024 -21.652 -11.899
C -27.614 -20.231 -16.832
C -26.987 -21.175 -15.758
C -27.302 -22.552 -16.361
O -28.483 -22.375 -17.216
C -28.882 -20.972 -17.172
H -27.029 -20.151 -17.748
H -27.834 -19.218 -16.494
H -27.479 -21.049 -14.794
H -25.935 -20.913 -15.651
H -27.489 -23.279 -15.571
H -26.556 -22.976 -17.032
H -29.616 -20.779 -16.390
H -29.324 -20.650 -18.115
C -21.129 -10.665 -25.677
C -21.124 -10.941 -24.188
C -19.668 -10.891 -23.812
O -18.976 -10.295 -24.892
C -19.687 -10.689 -26.108
H -21.593 -9.698 -25.876
H -21.675 -11.434 -26.223
H -21.541 -11.899 -23.878
H -21.701 -10.179 -23.663
H -19.172 -11.785 -23.435
H -19.564 -10.234 -22.949
H -19.323 -11.641 -26.493
H -19.467 -9.958 -26.885
C -28.516 -10.818 -23.672
C -27.526 -9.983 -22.912
C -28.439 -9.277 -21.903
O -29.773 -9.440 -22.234
C -29.832 -10.718 -22.874
H -28.183 -11.821 -23.939
H -28.716 -10.220 -24.561
H -27.075 -9.293 -23.626
H -26.793 -10.615 -22.411
H -28.247 -8.214 -21.759
H -28.321 -9.754 -20.930
H -30.582 -10.750 -23.664
H -29.980 -11.456 -22.085
C -23.081 -21.799 -6.817
C -22.128 -20.842 -6.186
C -22.517 -19.566 -6.838
O -22.963 -19.882 -8.127
C -23.129 -21.299 -8.244
H -24.008 -21.814 -6.243
H -22.817 -22.850 -6.691
H -21.146 -21.187 -6.511
H -22.130 -20.709 -5.104
H -21.588 -18.997 -6.830
H -23.349 -19.028 -6.384
H -22.264 -21.731 -8.748
H -24.057 -21.621 -8.716
C -17.491 -14.628 -8.945
C -16.146 -15.222 -8.473
C -15.147 -14.084 -8.435
O -15.496 -13.379 -9.689
C -16.888 -13.651 -10.041
H -18.054 -14.066 -8.199
H -18.185 -15.345 -9.382
H -15.821 -16.094 -9.040
H -16.269 -15.752 -7.529
H -14.127 -14.466 -8.436
H -15.158 -13.371 -7.609
H -16.957 -14.208 -10.976
H -17.553 -12.793 -10.131
C -20.760 -9.190 -16.760
C -21.136 -10.598 -16.941
C -21.226 -11.129 -15.530
O -20.557 -10.189 -14.715
C -19.779 -9.296 -15.586
H -21.545 -8.495 -16.463
H -20.243 -8.797 -17.636
H -20.408 -11.121 -17.562
H -22.129 -10.712 -17.376
H -20.757 -12.111 -15.595
H -22.261 -11.231 -15.203
H -18.821 -9.773 -15.797
H -19.585 -8.295 -15.200
C -30.320 -16.736 -11.520
C -28.932 -16.226 -11.408
C -28.087 -17.145 -10.515
O -29.081 -18.117 -10.056
C -30.361 -17.556 -10.241
H -30.397 -17.493 -12.300
H -31.107 -15.992 -11.646
H -29.028 -15.234 -10.967
H -28.508 -16.183 -12.411
H -27.630 -16.658 -9.653
H -27.281 -17.560 -11.119
H -30.548 -16.954 -9.353
H -31.147 -18.308 -10.310
C -22.353 -27.701 -22.479
O -21.696 -26.461 -22.353
C -22.126 -25.382 -22.847
O -22.961 -25.256 -23.752
O -21.590 -24.306 -22.068
C -21.990 -22.967 -22.327
H -23.353 -27.487 -22.103
H -21.780 -28.461 -21.946
H -22.280 -27.885 -23.551
H -21.294 -22.323 -21.789
H -22.952 -22.757 -21.859
H -21.997 -22.801 -23.404
C -15.259 -17.315 -24.111
O -16.339 -16.745 -24.837
C -17.619 -16.902 -24.513
O -18.004 -17.449 -23.500
O -18.416 -16.387 -25.434
C -19.769 -16.843 -25.582
H -14.372 -16.963 -24.637
H -15.319 -18.400 -24.024
H -15.223 -16.997 -23.069
H -19.803 -17.820 -26.063
H -20.312 -16.233 -26.304
H -20.248 -16.997 -24.615
C -22.322 -17.346 -14.400
O -22.964 -16.725 -15.530
C -22.839 -17.167 -16.770
O -22.209 -18.200 -17.071
O -23.479 -16.320 -17.551
C -23.436 -16.398 -18.978
H -21.293 -17.542 -14.700
H -22.722 -18.320 -14.120
H -22.309 -16.760 -13.481
H -23.858 -15.526 -19.479
H -24.021 -17.296 -19.173
H -22.447 -16.615 -19.383
```

***

(2)
# C34H16F6IrN9O4S2

A molecular structure, C34H16F6IrN9O4S2 at a distorted geometry (ωB97M-V/def2-TZVPD, OMol25).

Summary:
- M: 984.90 g mol⁻¹
- Spin multiplicity: 6
- Kohn-Sham gap (alpha / beta): 4.6 / 4.1 eV
- <S²>: 8.816
- E_LUMO (alpha / beta): -4.3084 / -7.7194 eV
- HOMO level (alpha / beta): -8.9 / -11.8 eV
- Relative energy (zero: lowest compared OMol25 entry of this formula, charge and spin): 0.0 kcal/mol
- Total charge: +1

XYZ file:
```
72
C34H16F6IrN9O4S2, DFT ωB97M-V/def2-TZVPD
Ir -0.289 -0.961 0.901
C 1.350 1.535 6.774
C 0.004 2.005 6.812
C -0.884 1.624 5.789
C -0.420 0.749 4.817
C -0.960 0.458 3.494
N 0.010 -0.278 2.805
C 1.141 -0.502 3.580
N 2.282 -1.087 3.279
C 2.413 -1.702 2.093
C 3.652 -2.332 1.686
C 4.944 -2.140 2.215
C 6.040 -2.541 1.466
C 5.883 -3.115 0.224
C 4.637 -3.257 -0.378
C 3.503 -2.813 0.365
C 2.195 -2.434 -0.034
N 1.685 -2.685 -1.260
C 0.477 -2.341 -1.629
N -0.456 -1.493 -1.031
C -1.670 -1.430 -1.763
N -2.703 -0.662 -1.513
C -2.868 0.031 -0.356
N -2.063 -0.092 0.794
C -2.584 0.749 1.757
N -2.086 0.950 2.991
C -3.818 1.324 1.235
C -4.781 2.174 1.831
C -5.863 2.534 1.045
C -5.974 2.113 -0.285
C -5.035 1.323 -0.881
C -3.955 0.893 -0.093
C -1.522 -2.352 -2.839
C -2.407 -2.751 -3.814
C -2.086 -3.870 -4.606
C -0.831 -4.431 -4.517
C 0.147 -3.959 -3.654
C -0.210 -2.889 -2.820
N 1.510 -1.850 1.042
C 0.891 0.214 4.826
C 1.770 0.605 5.798
H 2.041 1.882 7.554
H -0.328 2.645 7.664
H -1.878 2.091 5.700
H 5.067 -1.564 3.119
H 7.029 -2.298 1.809
H 6.747 -3.431 -0.347
H 4.562 -3.648 -1.396
H -4.627 2.469 2.865
H -6.619 3.165 1.515
H -6.777 2.507 -0.901
H -5.156 1.018 -1.905
H -3.349 -2.188 -3.954
H -2.775 -4.225 -5.353
H -0.537 -5.262 -5.177
H 1.135 -4.363 -3.746
H 2.804 0.278 5.750
F 1.671 4.988 -1.408
C 0.472 5.218 -1.967
F -0.195 5.997 -1.082
F 0.637 5.915 -3.095
S -0.347 3.482 -2.222
O -0.787 3.062 -0.932
O -1.245 3.821 -3.305
N 0.913 2.546 -2.635
S 1.058 1.283 -3.608
O -0.253 0.805 -3.984
O 2.003 0.329 -3.088
C 1.824 1.904 -5.155
F 3.029 2.462 -5.076
F 1.834 0.917 -6.135
F 0.979 2.884 -5.648
```

***

(3)
# C5H8O

C5H8O in the gas phase (ωB97M-V/def2-TZVPD, OMol25).

Summary:
- M: 84.12 g mol⁻¹
- Spin multiplicity: 1
- Kohn-Sham gap: 10.5 eV
- E_LUMO: 0.9430 eV
- HOMO level: -9.5 eV
- Relative energy (zero: lowest compared OMol25 entry of this formula, charge and spin): 48.4 kcal/mol
- Structure (SMILES): CC#CCCO

XYZ file:
```
14
C5H8O, DFT ωB97M-V/def2-TZVPD
C -2.408 -0.696 1.168
C -1.255 0.036 0.650
C -0.371 0.551 0.013
C 0.624 0.901 -1.003
C 1.972 0.172 -0.798
O 1.836 -1.094 -0.200
H -2.784 -1.324 0.354
H -2.151 -1.353 2.003
H -3.211 -0.025 1.484
H 0.177 0.582 -1.951
H 0.786 1.982 -1.067
H 2.422 0.000 -1.782
H 2.662 0.811 -0.225
H 1.293 -0.969 0.593
```

***

(4)
# C13H22EuN4O3S

A molecular structure, C13H22EuN4O3S at a distorted geometry (ωB97M-V/def2-TZVPD, OMol25).

Summary:
- M: 466.37 g mol⁻¹
- Spin multiplicity: 8
- Kohn-Sham gap (alpha / beta): 3.6 / 3.9 eV
- <S²>: 15.810
- E_LUMO (alpha / beta): -8.0878 / -7.9025 eV
- HOMO level (alpha / beta): -11.7 / -11.8 eV
- Relative energy (zero: lowest compared OMol25 entry of this formula, charge and spin): 198.3 kcal/mol
- Total charge: +2

XYZ file:
```
44
C13H22EuN4O3S, DFT ωB97M-V/def2-TZVPD
C -0.708 -2.539 -6.662
C -1.414 -1.316 -6.907
H -1.140 -3.231 -5.886
H 0.404 -2.564 -6.482
C -1.849 -0.010 -6.589
C -2.115 0.877 -5.520
H -2.101 0.587 -4.476
H -1.294 1.677 -5.574
C -1.859 -1.907 -8.210
H -1.557 -2.951 -8.402
H -1.478 -1.352 -9.054
H -2.936 -1.903 -8.266
C -2.448 0.792 -7.709
H -3.402 0.318 -7.863
H -1.837 0.758 -8.590
H -2.634 1.796 -7.377
Eu -0.625 0.702 0.169
O 0.351 -0.344 -1.677
C 1.263 -0.196 -2.534
O 1.260 1.929 -0.664
C 1.793 1.991 -1.779
O 2.634 2.963 -2.100
N 1.664 1.105 -2.843
C 3.075 2.807 -3.480
C 2.276 1.695 -4.079
H 4.130 2.535 -3.476
H 2.918 3.771 -3.960
H 2.826 0.906 -4.581
H 1.501 2.110 -4.745
C 1.703 -1.418 -3.250
C 0.696 -2.459 -3.037
H 1.513 -0.949 -4.355
H -0.184 -1.835 -3.596
H 0.457 -3.413 -3.752
N -0.141 0.388 2.694
N -0.371 -0.855 3.411
C -1.354 -1.684 2.871
N -1.862 -2.544 3.777
S -1.886 -1.689 1.256
H -0.670 1.131 3.172
H 0.847 0.642 2.806
H -0.537 -0.680 4.411
H -2.627 -3.125 3.526
H -1.391 -2.704 4.666
```

***

(5)
# C4H6Br6Ca2O3

A molecular structure, C4H6Br6Ca2O3 at a distorted geometry (ωB97M-V/def2-TZVPD, OMol25).

Summary:
- M: 661.67 g mol⁻¹
- Spin multiplicity: 1
- Kohn-Sham gap: 2.4 eV
- E_LUMO: -10.1256 eV
- HOMO level: -12.6 eV
- Relative energy (zero: lowest compared OMol25 entry of this formula, charge and spin): 284.4 kcal/mol
- Total charge: +2

XYZ file:
```
21
C4H6Br6Ca2O3, DFT ωB97M-V/def2-TZVPD
Ca -0.913 -7.633 -2.680
Ca 4.614 -5.288 -1.407
O 2.414 -8.437 -1.213
H 2.201 -9.381 -1.081
C -0.839 -1.196 -0.457
C -0.626 -2.600 -0.998
O 0.536 -2.928 -1.364
O -1.608 -3.416 -1.095
H -0.448 -0.474 -1.174
H -0.376 -1.149 0.528
H -1.900 -0.948 -0.428
C 0.034 6.194 -2.811
Br 1.893 5.596 -2.591
Br -0.347 7.028 -4.588
Br -0.566 7.203 -1.151
H -0.568 5.290 -2.899
C -0.644 2.422 5.055
Br -0.006 4.097 5.714
Br -2.177 2.580 3.842
Br -0.825 1.004 6.383
H 0.150 2.037 4.415
```

***

(6)
# C2H8O5Si

2 unconnected molecules or ions with the total composition C2H8O5Si at a distorted geometry (ωB97M-V/def2-TZVPD, OMol25).

Summary:
- M: 140.17 g mol⁻¹
- Spin multiplicity: 1
- Kohn-Sham gap: 8.2 eV
- E_LUMO: 0.3881 eV
- HOMO level: -7.8 eV
- Relative energy (zero: lowest compared OMol25 entry of this formula, charge and spin): 147.6 kcal/mol
- Structure (SMILES): OC(O)=C(O)O.O[SiH3]

XYZ file:
```
16
C2H8O5Si, DFT ωB97M-V/def2-TZVPD
C 1.928 0.644 -0.176
C 1.160 -0.436 -0.395
O 2.882 1.022 -1.023
O 1.859 1.267 1.075
O -2.637 -0.860 -0.573
O 1.155 -1.314 -1.408
O 0.268 -0.920 0.643
Si -2.628 0.354 0.465
H 3.148 0.358 -1.595
H 2.327 2.163 1.092
H -2.060 -1.695 -0.560
H 0.637 -2.104 -1.156
H 0.223 -0.262 1.423
H -2.792 0.101 1.941
H -1.410 1.161 0.243
H -4.061 0.521 0.004
```

***

(7)
# C25H46P2Sm

A molecular structure, C25H46P2Sm at a distorted geometry (ωB97M-V/def2-TZVPD, OMol25).

Summary:
- M: 558.95 g mol⁻¹
- Spin multiplicity: 6
- Kohn-Sham gap (alpha / beta): 5.8 / 5.9 eV
- <S²>: 8.806
- E_LUMO (alpha / beta): -3.8666 / -3.7270 eV
- HOMO level (alpha / beta): -9.6 / -9.6 eV
- Relative energy (zero: lowest compared OMol25 entry of this formula, charge and spin): 15.5 kcal/mol
- Total charge: +1

XYZ file:
```
74
C25H46P2Sm, DFT ωB97M-V/def2-TZVPD
Sm 1.677 1.802 2.071
C 0.081 3.408 3.171
C -0.538 2.123 3.168
C 1.437 1.956 4.378
C 1.334 3.306 3.875
C 0.269 1.214 3.923
C -0.618 4.690 2.845
H -1.704 4.561 2.882
H -0.371 5.055 1.851
H -0.345 5.430 3.598
C 2.242 4.458 4.120
H 1.665 5.328 4.461
H 2.803 4.761 3.231
H 2.983 4.229 4.892
C 2.677 1.349 4.915
H 3.191 2.078 5.542
H 3.390 1.042 4.112
H 2.443 0.458 5.517
C -0.037 -0.224 4.178
H -0.090 -0.432 5.249
H 0.699 -0.869 3.711
H -1.009 -0.487 3.760
C -1.919 1.861 2.670
H -2.576 1.488 3.478
H -1.903 1.118 1.862
H -2.373 2.790 2.299
C -1.495 2.308 -1.861
C -2.472 2.614 -0.994
C -3.636 1.787 -0.529
C -3.624 0.285 -0.912
C -2.641 -0.545 -0.152
C -1.398 -0.872 -0.541
C -0.447 0.062 -1.254
C -1.063 0.960 -2.362
H -4.572 2.218 -0.932
H -3.500 0.204 -1.999
H -3.732 1.887 0.560
H -1.845 0.374 -2.877
H -0.859 3.104 -2.282
H -2.463 3.612 -0.546
H -0.256 1.159 -3.088
H 0.098 0.735 -0.558
H -0.962 -1.838 -0.270
H 0.330 -0.609 -1.699
H -4.648 -0.083 -0.688
H -3.073 -1.028 0.741
P 0.308 -2.452 -3.209
P 1.851 -4.581 -1.817
C 0.705 -3.930 -4.305
C 1.805 -4.800 -3.675
H 1.064 -3.543 -5.274
H -0.236 -4.500 -4.466
H 1.611 -5.860 -3.912
H 2.809 -4.519 -4.052
C 3.130 -5.904 -1.600
H 3.208 -6.143 -0.527
H 4.089 -5.513 -1.984
H 2.827 -6.800 -2.171
C 0.355 -5.658 -1.552
H 0.384 -6.505 -2.260
H -0.563 -5.067 -1.700
H 0.388 -6.035 -0.517
C 1.150 -1.270 -4.320
H 1.183 -0.262 -3.896
H 0.636 -1.272 -5.286
H 2.176 -1.631 -4.455
C -1.465 -2.260 -3.681
H -1.823 -3.245 -4.035
H -1.551 -1.501 -4.479
H -2.057 -1.962 -2.790
C 1.706 3.904 0.833
H 2.644 3.801 0.247
H 1.651 4.924 1.241
H 0.866 3.754 0.127
```

***

(8)
# C6H21N2O3

4 unconnected molecules or ions with the total composition C6H21N2O3 (ωB97M-V/def2-TZVPD, OMol25).

Summary:
- M: 169.24 g mol⁻¹
- Spin multiplicity: 1
- Kohn-Sham gap: 9.7 eV
- E_LUMO: -2.5226 eV
- HOMO level: -12.2 eV
- Relative energy (zero: lowest compared OMol25 entry of this formula, charge and spin): 0.0 kcal/mol
- Total charge: +1

XYZ file:
```
32
C6H21N2O3, DFT ωB97M-V/def2-TZVPD
N -1.639 0.678 -1.721
C -2.188 0.350 -0.375
C -1.569 -0.963 0.128
N -0.226 -1.141 -0.422
C 0.774 -0.331 0.306
C 1.339 -1.204 1.429
C 1.081 -2.651 0.972
C 0.251 -2.543 -0.311
H -2.350 0.963 -2.392
H -0.918 1.439 -1.672
H -1.160 -0.150 -2.094
H -3.268 0.238 -0.436
H -1.992 1.185 0.286
H -1.607 -0.946 1.223
H -2.186 -1.797 -0.208
H 0.327 0.589 0.677
H 1.548 -0.044 -0.406
H 2.399 -1.028 1.574
H 0.827 -0.992 2.367
H 0.591 -3.236 1.753
H 2.010 -3.195 0.797
H -0.596 -3.223 -0.349
H 0.875 -2.733 -1.186
H 1.182 2.500 -1.418
H 0.102 3.578 -1.567
O 0.210 2.644 -1.360
H -0.996 2.477 2.710
H -1.413 1.158 3.338
O -1.276 1.582 2.484
H 3.477 1.903 -2.064
H 3.466 2.525 -0.637
O 2.926 2.372 -1.425
```

***

(9)
# CH5BrOSi

CH5BrOSi in the gas phase at a distorted geometry (ωB97M-V/def2-TZVPD, OMol25).

Summary:
- M: 141.04 g mol⁻¹
- Spin multiplicity: 1
- Kohn-Sham gap: 11.1 eV
- E_LUMO: 0.8088 eV
- HOMO level: -10.3 eV
- Relative energy (zero: lowest compared OMol25 entry of this formula, charge and spin): 14.3 kcal/mol
- Structure (SMILES): [SiH3]OCBr

XYZ file:
```
9
CH5BrOSi, DFT ωB97M-V/def2-TZVPD
C -1.062 -0.851 -0.353
O 0.173 -0.483 0.144
Si 1.174 0.806 0.222
Br -2.442 0.088 0.533
H -1.141 -2.013 -0.072
H -1.115 -0.653 -1.374
H 1.001 1.590 1.504
H 1.209 1.668 -0.939
H 2.203 -0.153 0.334
```